Formula: C4H7NO3
Source: OMol25
Level of theory: ωB97M-V/def2-TZVPD

Positions of all 15 atoms, in Å:
C  -0.77  0.01  1.91
N  0.07  0.04  0.72
C  1.30  -0.65  0.75
O  1.48  -1.72  0.25
C  -0.60  0.06  -0.56
C  0.23  0.65  -1.67
O  0.84  1.68  -1.63
O  0.06  -0.04  -2.82
H  -0.75  0.95  2.46
H  -1.80  -0.12  1.60
H  -0.47  -0.79  2.57
H  2.13  -0.11  1.24
H  -0.97  -0.93  -0.85
H  -1.46  0.72  -0.48
H  0.71  0.26  -3.48

Output
Highest occupied orbital energy = -9.3 eV
HOMO-LUMO gap = 10.0 eV
Structure (SMILES) = CN(C=O)CC(=O)O
Energy relative to the best compared isomer or geometry (same formula, charge and spin) = 1.734 eV

Formula: C31H27GdN2O8S2
Source: OMol25
Level of theory: ωB97M-V/def2-TZVPD

Positions of all 71 atoms, in Å:
Gd  10.86  10.78  10.06
O  9.35  9.11  13.91
C  9.21  9.35  12.72
O  10.07  10.07  12.05
C  7.95  8.83  12.02
C  7.16  9.93  11.25
C  5.68  9.42  11.19
C  5.88  8.17  10.24
C  7.33  8.38  9.68
O  7.60  9.80  9.89
C  8.26  7.80  10.80
C  9.81  7.68  10.39
O  10.41  6.68  10.77
O  10.22  8.69  9.68
H  7.27  8.31  12.77
H  7.21  10.94  11.60
H  5.38  9.23  12.24
H  4.99  10.21  10.80
H  5.82  7.22  10.84
H  5.13  8.16  9.40
H  7.47  8.03  8.65
H  7.84  6.83  11.04
C  15.53  7.31  9.67
C  15.07  8.71  9.47
N  14.45  8.96  8.36
N  14.28  10.13  7.88
C  13.27  10.32  6.98
S  11.69  9.85  7.11
S  13.77  11.14  5.53
C  14.67  12.63  6.09
C  14.16  13.99  5.63
C  12.81  14.27  5.45
C  12.40  15.45  4.89
C  13.31  16.46  4.55
C  14.69  16.15  4.75
C  15.12  14.95  5.26
C  15.35  9.74  10.46
C  16.60  9.91  10.89
C  16.98  11.19  11.38
C  16.10  12.25  11.40
C  14.78  12.06  10.98
C  14.34  10.76  10.68
O  13.06  10.54  10.52
H  16.49  7.15  10.07
H  14.87  6.95  10.45
H  15.52  6.68  8.77
H  14.66  12.60  7.20
H  15.70  12.47  5.78
H  12.06  13.50  5.72
H  11.34  15.66  4.74
H  13.02  17.37  4.08
H  15.44  16.88  4.41
H  16.22  14.73  5.30
H  17.39  9.12  10.96
H  17.95  11.30  11.79
H  16.41  13.25  11.73
H  14.05  12.87  10.95
O  9.09  12.32  10.23
C  9.92  13.23  9.93
O  11.10  12.99  9.46
C  9.42  14.65  10.01
C  9.78  15.57  9.02
C  9.16  16.77  8.93
C  8.07  17.04  9.76
C  7.80  16.23  10.84
C  8.46  15.02  10.95
H  10.59  15.29  8.33
H  9.45  17.48  8.13
H  7.46  17.95  9.61
H  7.02  16.55  11.57
H  8.20  14.30  11.73

Output
Spin multiplicity = 8
Highest occupied orbital energy (alpha / beta) = 0.4 / -1.9 eV
HOMO-LUMO gap (alpha / beta) = 3.6 / 6.0 eV
Charge = -2
Energy relative to the best compared isomer or geometry (same formula, charge and spin) = 4.303 eV

Formula: C34H73Cl2FINO11
Source: OMol25
Level of theory: ωB97M-V/def2-TZVPD

Positions of all 123 atoms, in Å:
C  -5.78  -2.60  5.33
C  -4.74  -1.83  4.54
O  -4.27  -2.68  3.51
C  -3.47  -2.01  2.53
C  -2.04  -2.55  2.60
C  -1.61  -3.38  1.39
O  -1.10  -4.68  1.70
C  0.24  -4.70  1.60
O  0.90  -5.67  1.80
C  0.73  -3.26  1.23
C  2.14  -3.42  0.58
C  2.58  -2.68  -0.70
C  3.93  -3.30  -1.06
N  3.93  -4.50  -1.84
O  4.96  -2.85  -0.65
C  0.95  -2.62  2.63
Cl  0.47  -3.54  4.04
C  1.48  -1.45  2.94
C  1.66  -0.91  4.31
Cl  2.07  -0.38  1.71
C  -0.56  -2.85  0.44
C  -0.60  -3.64  -0.90
C  -1.85  -4.45  -1.23
C  -2.02  -4.65  -2.73
F  -1.73  -5.72  -0.69
C  -0.55  -1.34  0.24
C  -1.48  -0.65  -0.78
C  -2.85  -1.24  -1.09
I  -1.74  1.37  0.00
H  -5.28  -3.22  6.06
H  -6.29  -3.28  4.67
H  -6.47  -1.92  5.79
H  -3.91  -1.61  5.20
H  -5.19  -0.93  4.14
H  -3.45  -0.96  2.79
H  -3.95  -2.20  1.58
H  -2.03  -3.23  3.43
H  -1.35  -1.76  2.86
H  -2.56  -3.63  0.94
H  2.86  -3.13  1.33
H  2.34  -4.47  0.42
H  2.78  -1.63  -0.57
H  1.95  -2.81  -1.56
H  3.24  -5.14  -1.46
H  3.61  -4.32  -2.79
H  2.32  -0.07  4.27
H  0.72  -0.65  4.77
H  2.17  -1.67  4.88
H  -0.45  -2.94  -1.71
H  0.22  -4.34  -1.00
H  -2.77  -4.03  -0.87
H  -3.06  -4.69  -3.01
H  -1.51  -3.91  -3.32
H  -1.57  -5.60  -2.97
H  0.44  -1.09  -0.10
H  -0.65  -0.83  1.17
H  -0.94  -0.49  -1.69
H  -3.58  -0.46  -1.22
H  -2.80  -1.75  -2.04
H  -3.21  -1.94  -0.37
C  1.49  4.28  -1.08
C  0.47  4.96  -0.19
O  0.33  4.26  1.04
H  1.20  3.24  -1.27
H  1.59  4.80  -2.03
H  2.47  4.25  -0.60
H  -0.51  4.96  -0.67
H  0.75  5.99  0.00
H  1.19  4.26  1.46
C  -4.94  2.35  -3.90
C  -4.38  0.97  -4.20
O  -2.96  0.94  -4.08
H  -4.51  3.09  -4.57
H  -6.03  2.36  -4.01
H  -4.69  2.65  -2.88
H  -4.61  0.68  -5.23
H  -4.82  0.22  -3.53
H  -2.75  1.19  -3.17
C  4.84  -0.20  7.29
C  4.89  -1.68  6.97
O  4.17  -1.98  5.77
H  3.81  0.13  7.39
H  5.37  0.02  8.21
H  5.29  0.38  6.48
H  4.42  -2.26  7.76
H  5.93  -2.02  6.87
H  4.59  -1.49  5.06
C  1.31  -2.19  -6.13
C  1.87  -2.33  -4.73
O  1.83  -3.71  -4.32
H  0.28  -2.56  -6.16
H  1.32  -1.16  -6.47
H  1.89  -2.80  -6.83
H  1.29  -1.76  -4.01
H  2.91  -1.97  -4.69
H  2.35  -4.20  -4.96
C  -0.56  10.12  -1.07
C  -1.19  8.75  -1.20
O  -0.77  7.87  -0.17
H  0.53  10.04  -1.09
H  -0.88  10.78  -1.88
H  -0.83  10.59  -0.12
H  -0.90  8.28  -2.14
H  -2.28  8.83  -1.18
H  -1.03  8.26  0.67
C  1.68  3.06  -7.65
C  1.15  1.69  -7.25
O  1.90  1.12  -6.16
H  2.73  2.99  -7.94
H  1.12  3.47  -8.49
H  1.62  3.76  -6.82
H  1.24  1.00  -8.08
H  0.10  1.76  -6.96
H  1.83  1.72  -5.41
C  1.93  4.52  3.82
C  1.49  3.08  3.95
O  2.06  2.45  5.10
H  3.01  4.59  3.76
H  1.50  4.99  2.93
H  1.61  5.10  4.70
H  1.82  2.50  3.09
H  0.40  3.01  4.01
H  1.77  2.94  5.88

Output
Highest occupied orbital energy = -8.9 eV
HOMO-LUMO gap = 9.1 eV
Structure (SMILES) = CCOCC[C@@H]1OC(=O)[C@](CCC(N)=O)(/C(Cl)=C(/C)Cl)[C@]1(C[C@@H](C)F)C[C@@H](C)I.CCO.CCO.CCO.CCO.CCO.CCO.CCO

Formula: C43H60BN10Re
Source: OMol25
Level of theory: ωB97M-V/def2-TZVPD

Positions of all 115 atoms, in Å:
Re  -0.05  -0.28  0.14
C  -1.88  -3.09  -1.28
C  -0.75  -3.92  -0.71
C  0.64  -3.45  -1.03
C  1.54  -4.41  -1.49
C  2.86  -4.10  -1.71
C  3.27  -2.79  -1.49
C  2.33  -1.88  -1.04
N  1.04  -2.18  -0.80
N  -2.27  -1.95  -0.43
C  -2.78  -2.45  0.85
C  -1.93  -2.14  2.05
C  -2.26  -2.79  3.23
C  -1.67  -2.41  4.42
C  -0.75  -1.38  4.38
C  -0.42  -0.82  3.17
N  -0.98  -1.20  2.00
C  -3.29  -1.17  -1.13
C  -2.76  0.06  -1.81
C  -3.49  0.59  -2.86
C  -3.11  1.79  -3.43
C  -2.01  2.45  -2.88
C  -1.34  1.85  -1.83
N  -1.67  0.66  -1.32
H  -2.75  -3.74  -1.43
H  -1.60  -2.71  -2.26
H  -0.84  -4.93  -1.10
H  -0.83  -4.00  0.38
H  1.18  -5.41  -1.65
H  3.56  -4.86  -2.04
H  4.29  -2.47  -1.65
H  2.66  -0.87  -0.87
H  -2.96  -3.52  0.81
H  -3.75  -1.99  1.06
H  -3.02  -3.56  3.21
H  -1.93  -2.90  5.35
H  -0.29  -1.00  5.29
H  0.31  -0.03  3.13
H  -4.04  -0.82  -0.43
H  -3.81  -1.79  -1.87
H  -4.36  0.06  -3.23
H  -3.64  2.21  -4.27
H  -1.69  3.41  -3.25
H  -0.50  2.37  -1.39
C  0.87  5.00  0.51
C  0.05  3.81  0.83
C  -1.27  3.78  1.27
C  -1.64  2.44  1.38
N  -0.56  1.68  1.02
N  0.45  2.54  0.70
B  1.91  2.09  0.50
N  2.25  0.96  1.47
N  1.72  -0.31  1.41
C  2.41  -1.08  2.32
C  3.35  -0.26  2.92
C  3.24  1.01  2.38
C  4.03  2.21  2.74
C  2.36  -2.55  2.75
C  2.41  -2.60  4.29
C  3.65  -3.21  2.23
C  1.13  -3.36  2.29
N  2.06  1.58  -0.93
N  1.22  0.63  -1.45
C  1.57  0.48  -2.77
C  2.62  1.35  -3.03
C  2.92  2.02  -1.86
C  3.97  3.04  -1.64
C  1.03  -0.39  -3.90
C  2.08  -1.47  -4.23
C  -0.29  -1.07  -3.60
C  0.84  0.50  -5.14
C  -2.99  2.05  1.94
C  -3.99  3.21  1.79
C  -2.81  1.79  3.44
C  -3.60  0.84  1.22
H  0.28  5.90  0.66
H  1.22  4.97  -0.52
H  1.75  5.06  1.16
H  -1.88  4.64  1.48
H  2.63  3.00  0.68
H  4.06  -0.54  3.68
H  4.66  1.97  3.59
H  3.40  3.05  3.00
H  4.68  2.53  1.92
H  3.41  -2.36  4.68
H  2.17  -3.61  4.63
H  1.70  -1.90  4.75
H  4.53  -2.66  2.53
H  3.64  -3.30  1.15
H  3.72  -4.22  2.65
H  0.41  -3.47  3.10
H  1.44  -4.36  1.99
H  0.64  -2.88  1.46
H  3.13  1.48  -3.97
H  4.53  3.18  -2.56
H  4.67  2.74  -0.86
H  3.55  4.00  -1.35
H  2.10  -2.25  -3.47
H  3.08  -1.06  -4.33
H  1.81  -1.94  -5.18
H  -0.34  -1.37  -2.55
H  -0.40  -1.96  -4.23
H  -1.12  -0.41  -3.82
H  1.79  0.75  -5.61
H  0.32  1.42  -4.89
H  0.25  -0.05  -5.88
H  -3.74  4.05  2.44
H  -4.98  2.86  2.08
H  -4.04  3.56  0.76
H  -2.40  2.67  3.94
H  -2.13  0.95  3.63
H  -3.77  1.56  3.90
H  -4.17  1.17  0.35
H  -4.28  0.31  1.89
H  -2.82  0.17  0.88

Output
Spin multiplicity = 4
Highest occupied orbital energy (alpha / beta) = -16.7 / -16.7 eV
HOMO-LUMO gap (alpha / beta) = 8.4 / 6.7 eV
Charge = +3

no.,calculated total energy (Eh),F_max (eV Å⁻¹)
1,-437.07968,0.953
2,-3470.97490,3.978
3,-3539.48105,1.764
4,-2324.48208,1.152